Record 1
20
Properties=species:S:1:pos:R:3:nbo_charge:R:1 method="wB97M-V/def2-TZVPD" lumo_ev=0.64 smiles=NCCO.O.O.O relative_energy_kcal_mol=40.19 largest_force_ha_per_bohr=0.07948
N 0.83 -1.22 -2.28 -0.889
C 0.57 -2.18 -1.15 -0.252
C 0.76 -1.62 0.27 -0.098
O -0.39 -0.97 0.80 -0.698
H 1.87 -1.15 -2.48 0.366
H 0.31 -1.24 -3.14 0.381
H 1.10 -3.20 -1.31 0.192
H -0.47 -2.32 -1.17 0.189
H 1.68 -0.95 0.46 0.173
H 0.90 -2.48 0.97 0.184
H -0.85 -0.89 -0.07 0.461
O 0.15 2.80 2.15 -0.962
H 0.50 2.34 1.41 0.490
H -0.15 3.60 1.83 0.457
O 0.44 1.76 -0.31 -0.968
H 0.87 1.80 -1.17 0.484
H 0.25 0.84 -0.13 0.489
O -2.87 1.37 1.69 -0.946
H -2.22 1.58 2.29 0.481
H -3.28 2.12 1.34 0.464

Record 2
16
Properties=species:S:1:pos:R:3:nbo_charge:R:1 method="wB97M-V/def2-TZVPD" lumo_ev=0.88 smiles="N[PH2]=O.C=CC" relative_energy_kcal_mol=51.76 largest_force_ha_per_bohr=0.05651
N -1.71 1.29 0.52 -1.188
P -2.61 -0.14 0.44 1.747
O -1.83 -1.24 -0.12 -1.054
H -2.27 2.20 0.67 0.401
H -1.14 1.29 -0.29 0.400
H -3.31 -0.06 1.57 -0.131
H -3.66 0.26 -0.25 -0.173
C 1.45 0.86 -0.79 -0.445
C 2.13 -0.30 -0.85 -0.130
C 1.95 -1.35 0.27 -0.664
H 0.76 0.84 0.01 0.180
H 1.68 1.83 -1.20 0.205
H 2.78 -0.65 -1.60 0.189
H 0.91 -1.73 0.36 0.244
H 2.70 -2.19 0.06 0.207
H 2.17 -0.89 1.19 0.213

What did the first record say?
20
Properties=species:S:1:pos:R:3:nbo_charge:R:1 method="wB97M-V/def2-TZVPD" lumo_ev=0.64 smiles=NCCO.O.O.O relative_energy_kcal_mol=40.19 largest_force_ha_per_bohr=0.07948
N 0.83 -1.22 -2.28 -0.889
C 0.57 -2.18 -1.15 -0.252
C 0.76 -1.62 0.27 -0.098
O -0.39 -0.97 0.80 -0.698
H 1.87 -1.15 -2.48 0.366
H 0.31 -1.24 -3.14 0.381
H 1.10 -3.20 -1.31 0.192
H -0.47 -2.32 -1.17 0.189
H 1.68 -0.95 0.46 0.173
H 0.90 -2.48 0.97 0.184
H -0.85 -0.89 -0.07 0.461
O 0.15 2.80 2.15 -0.962
H 0.50 2.34 1.41 0.490
H -0.15 3.60 1.83 0.457
O 0.44 1.76 -0.31 -0.968
H 0.87 1.80 -1.17 0.484
H 0.25 0.84 -0.13 0.489
O -2.87 1.37 1.69 -0.946
H -2.22 1.58 2.29 0.481
H -3.28 2.12 1.34 0.464

What did the second record say?
16
Properties=species:S:1:pos:R:3:nbo_charge:R:1 method="wB97M-V/def2-TZVPD" lumo_ev=0.88 smiles="N[PH2]=O.C=CC" relative_energy_kcal_mol=51.76 largest_force_ha_per_bohr=0.05651
N -1.71 1.29 0.52 -1.188
P -2.61 -0.14 0.44 1.747
O -1.83 -1.24 -0.12 -1.054
H -2.27 2.20 0.67 0.401
H -1.14 1.29 -0.29 0.400
H -3.31 -0.06 1.57 -0.131
H -3.66 0.26 -0.25 -0.173
C 1.45 0.86 -0.79 -0.445
C 2.13 -0.30 -0.85 -0.130
C 1.95 -1.35 0.27 -0.664
H 0.76 0.84 0.01 0.180
H 1.68 1.83 -1.20 0.205
H 2.78 -0.65 -1.60 0.189
H 0.91 -1.73 0.36 0.244
H 2.70 -2.19 0.06 0.207
H 2.17 -0.89 1.19 0.213